--- a ---
{"formula": "C8H11NOS", "method": "wB97M-V/def2-TZVPD", "elements": ["C", "C", "C", "N", "C", "C", "C", "C", "O", "C", "S", "H", "H", "H", "H", "H", "H", "H", "H", "H", "H", "H"], "positions_angstrom": [[-2.22837, -0.06681, 0.51818], [-1.24332, 0.04547, -0.57321], [-1.05184, -1.30714, -1.29536], [0.16265, 0.19129, -0.20878], [0.59381, 0.06879, 0.97522], [1.89292, 0.23434, 1.48709], [2.89426, 1.06922, 1.07937], [3.19031, 1.84543, -0.05441], [4.34435, 2.53867, 0.09927], [2.34459, 2.02711, -1.05165], [1.80364, 2.36824, -2.49004], [-2.14064, -1.03258, 1.12812], [-1.97409, 0.72256, 1.27942], [-3.22910, 0.00627, 0.19542], [-1.45125, 0.88576, -1.18309], [-0.83881, -1.10998, -2.29141], [-1.89109, -1.91018, -1.11865], [-0.31351, -1.88313, -0.84405], [0.00733, -0.08737, 1.91216], [1.95528, -0.41899, 2.35070], [3.72095, 0.99104, 1.74176], [4.78965, 2.75754, -0.81895]], "nbo_charge": [-0.629, -0.082, -0.583, -0.379, 0.043, -0.243, -0.175, 0.061, -0.658, -0.058, 0.168, 0.203, 0.211, 0.222, 0.203, 0.215, 0.198, 0.214, 0.143, 0.208, 0.223, 0.494], "smiles": "CC(C)/N=C/C=C\\C(O)=C=S", "charge": 0, "e_lumo_ha": -0.01694, "spin_multiplicity": 1, "homo_lumo_gap_ev": 7.097}

---

--- b ---
{"formula": "C8H11NOS", "method": "wB97M-V/def2-TZVPD", "elements": ["C", "C", "C", "C", "C", "C", "C", "C", "S", "N", "O", "H", "H", "H", "H", "H", "H", "H", "H", "H", "H", "H"], "positions_angstrom": [[-0.23865, -0.09751, -2.18011], [0.72788, -0.08898, -1.30760], [1.79030, -0.05122, -0.48409], [2.97066, -0.94844, -0.74803], [1.88818, 0.68043, 0.76048], [0.88874, 0.94309, 1.61950], [-0.47810, 0.65343, 1.55792], [-0.91378, -0.57931, 1.18754], [-2.66987, -0.53264, 0.94154], [-3.03571, 0.55628, -0.32762], [-3.21071, -1.83146, 0.45922], [-0.93513, -0.80753, -2.16243], [-0.29750, 0.68531, -2.82278], [2.92632, -1.66143, 0.04669], [2.89480, -1.45519, -1.63666], [3.93677, -0.46625, -0.53063], [2.90263, 0.73021, 1.10015], [1.19649, 1.71148, 2.26271], [-1.27936, 1.35048, 1.81772], [-3.94616, -0.20404, 1.89672], [-2.36088, 1.36515, -0.28251], [-2.75692, 0.04813, -1.16774]], "nbo_charge": [-0.511, 0.180, -0.145, -0.605, -0.139, -0.238, -0.309, -0.387, 1.572, -1.011, -0.928, 0.208, 0.214, 0.218, 0.223, 0.210, 0.208, 0.213, 0.196, 0.049, 0.386, 0.398], "smiles": "C=C=C(C)/C=C\\C=C=[S@@H](N)=O", "charge": 0, "e_lumo_ha": -0.02309, "spin_multiplicity": 1, "homo_lumo_gap_ev": 7.566}

---

Short version: b is the least stable of them.

---

--- a ---
{"formula": "C2H3N3S", "method": "wB97M-V/def2-TZVPD", "elements": ["S", "N", "C", "C", "N", "N", "H", "H", "H"], "positions_angstrom": [[2.24053, 0.40410, -0.73977], [0.57861, 0.20908, -0.22350], [-0.22656, -0.89699, -0.24079], [-1.36197, -0.48947, 0.35622], [-1.17807, 0.83875, 0.75580], [-0.03619, 1.23235, 0.38620], [2.18827, 1.61404, -0.21550], [0.07604, -1.85372, -0.66375], [-2.28066, -1.05813, 0.58509]], "nbo_charge": [0.212, -0.304, -0.096, -0.139, -0.222, -0.065, 0.147, 0.237, 0.228], "smiles": "Sn1ccnn1", "charge": 0, "e_lumo_ha": 0.01389, "spin_multiplicity": 1, "homo_lumo_gap_ev": 9.758}

---

--- b ---
{"formula": "C2H3N3S", "method": "wB97M-V/def2-TZVPD", "elements": ["S", "C", "C", "N", "N", "N", "H", "H", "H"], "positions_angstrom": [[-2.13572, -0.25047, -0.00178], [-0.39664, -0.10130, 0.01100], [0.49225, 0.94896, -0.00310], [1.76152, 0.45595, -0.00207], [1.72242, -0.83427, 0.00287], [0.41995, -1.18045, -0.00497], [-2.35603, 1.08901, 0.00665], [0.31462, 2.04308, -0.00577], [0.17762, -2.17050, -0.00283]], "nbo_charge": [0.057, -0.060, -0.153, -0.224, -0.058, -0.358, 0.154, 0.223, 0.419], "smiles": "Sc1cnn[nH]1", "charge": 0, "e_lumo_ha": 0.01914, "spin_multiplicity": 1, "homo_lumo_gap_ev": 9.580}

---

--- c ---
{"formula": "C2H3N3S", "method": "wB97M-V/def2-TZVPD", "elements": ["H", "N", "C", "C", "N", "N", "S", "H", "H"], "positions_angstrom": [[0.33276, -1.17726, -2.04819], [-0.37787, -0.53683, -1.47982], [0.19735, -0.60214, -0.26940], [1.30066, -1.25438, 0.03903], [2.19129, -1.90188, 0.37611], [-0.10383, 0.30851, 0.73986], [-1.21267, 1.63484, 0.32223], [0.18430, 0.21576, 1.63229], [-2.06955, 0.85457, -0.81055]], "nbo_charge": [0.356, -0.630, 0.259, 0.185, -0.227, -0.679, 0.116, 0.406, 0.215], "smiles": "[H]/N=C(\\C#N)NS", "charge": 0, "e_lumo_ha": -0.00603, "spin_multiplicity": 1, "homo_lumo_gap_ev": 9.125}

---

--- d ---
{"formula": "C2H3N3S", "method": "wB97M-V/def2-TZVPD", "elements": ["N", "C", "N", "N", "C", "S", "H", "H", "H"], "positions_angstrom": [[-2.39273, -0.66681, 0.21986], [-1.44332, 0.08299, -0.07008], [-0.56308, 0.90653, 0.06481], [0.78351, 0.82132, 0.03028], [1.48243, -0.35139, 0.11942], [3.09505, -0.29353, -0.10425], [-3.16347, -0.90619, -0.32905], [1.39325, 1.48708, -0.38169], [0.80836, -1.08000, 0.45070]], "nbo_charge": [-0.701, 0.616, -0.334, -0.393, -0.086, -0.103, 0.399, 0.412, 0.190], "smiles": "N=C=NNC=S", "charge": 0, "e_lumo_ha": -0.00070, "spin_multiplicity": 1, "homo_lumo_gap_ev": 8.781}

---

Short version: c is the least stable of them.

---

--- a ---
{"formula": "C11H17N2", "method": "wB97M-V/def2-TZVPD", "elements": ["C", "C", "N", "H", "H", "H", "H", "H", "H", "H", "H", "C", "C", "C", "C", "C", "C", "C", "C", "C", "N", "H", "H", "H", "H", "H", "H", "H", "H", "H"], "positions_angstrom": [[-1.54355, 0.79671, -3.38623], [-2.14083, -0.45733, -3.87511], [-0.13855, 0.69190, -2.88996], [-1.64227, 1.66006, -4.11384], [-2.15148, 1.19561, -2.51729], [-3.12918, 0.04896, -4.27044], [-2.48323, -0.96120, -3.03743], [0.37939, -0.16026, -3.22843], [0.30567, 1.62323, -3.07004], [-0.23074, 0.52031, -1.78513], [-1.79154, -1.13181, -4.72844], [2.90124, -0.82663, 0.56144], [0.95747, -0.40008, 1.90009], [1.91999, 0.13004, 0.95525], [-0.01127, 0.68524, 2.06910], [1.58962, 1.48414, 0.74630], [-0.45426, -1.81192, 3.19237], [-1.46750, -0.77143, 3.29317], [0.78429, -1.56905, 2.77118], [-1.11977, 0.50659, 2.89669], [0.50403, 1.81930, 1.54662], [-0.79948, -2.70404, 3.70474], [-2.31066, -1.12956, 3.65555], [1.66832, -2.16715, 2.95632], [-1.83548, 1.27356, 3.13579], [3.64866, -0.83549, 1.39135], [3.38785, -0.56785, -0.36066], [2.25615, 2.09035, 0.07662], [0.23828, 2.84081, 1.71161], [2.70884, -1.87298, 0.69881]], "nbo_charge": [-0.242, -0.670, -0.717, 0.233, 0.235, 0.260, 0.231, 0.460, 0.462, 0.474, 0.265, -0.654, -0.077, -0.096, 0.115, -0.112, -0.233, -0.180, -0.191, -0.239, -0.539, 0.220, 0.207, 0.220, 0.217, 0.238, 0.214, 0.225, 0.436, 0.239], "charge": 1, "e_lumo_ha": -0.13685, "spin_multiplicity": 1, "homo_lumo_gap_ev": 6.649}

---

--- b ---
{"formula": "C11H17N2", "method": "wB97M-V/def2-TZVPD", "elements": ["C", "C", "C", "N", "C", "C", "C", "C", "C", "C", "C", "N", "C", "H", "H", "H", "H", "H", "H", "H", "H", "H", "H", "H", "H", "H", "H", "H", "H", "H"], "positions_angstrom": [[-2.68926, -1.64197, 1.96438], [-1.49088, -2.13782, 1.21979], [-0.59893, -1.48603, 0.47392], [0.41383, -1.93955, -0.33733], [0.87983, -0.97051, -1.01011], [1.90385, -1.03192, -2.08509], [3.01055, 0.07880, -1.66430], [2.78688, 0.89019, -0.65863], [1.51051, 0.99332, 0.15105], [0.39836, 0.39589, -0.62878], [-0.06486, 1.35853, -1.68035], [-0.79497, 0.09856, 0.24429], [-0.88632, 0.88870, 1.42964], [-3.39919, -2.43663, 1.91770], [-3.05838, -0.83183, 1.38765], [-2.45008, -1.30195, 3.03036], [-1.37215, -3.13118, 1.15662], [1.51047, -0.64926, -3.04565], [2.19050, -2.04826, -2.26929], [3.87332, -0.22896, -2.14528], [3.58134, 1.58738, -0.40296], [1.63530, 0.52499, 1.11824], [1.20772, 2.08865, 0.19316], [-0.82247, 2.18602, -1.27147], [-0.52384, 0.96362, -2.55393], [0.83705, 1.77417, -2.00985], [-1.64503, 0.24852, -0.31421], [-0.41849, 0.45857, 2.28026], [-0.33641, 1.81900, 1.17977], [-1.95899, 0.94609, 1.85923]], "nbo_charge": [-0.645, -0.155, 0.283, -0.396, 0.351, -0.505, -0.137, -0.201, -0.470, 0.079, -0.648, -0.404, -0.447, 0.252, 0.199, 0.248, 0.235, 0.246, 0.263, 0.234, 0.241, 0.250, 0.233, 0.232, 0.243, 0.249, 0.439, 0.239, 0.235, 0.255], "smiles": "C/C=C1/N=C2CC=CC[C@]2(C)[N@@H+]1C", "charge": 1, "e_lumo_ha": -0.11470, "spin_multiplicity": 1, "homo_lumo_gap_ev": 9.864}

---

--- c ---
{"formula": "C11H17N2", "method": "wB97M-V/def2-TZVPD", "elements": ["C", "C", "C", "C", "C", "C", "C", "C", "C", "C", "C", "N", "N", "H", "H", "H", "H", "H", "H", "H", "H", "H", "H", "H", "H", "H", "H", "H", "H", "H"], "positions_angstrom": [[-1.56574, -1.76101, 0.50675], [-0.70857, -2.76683, -0.02515], [0.22879, -0.21483, 0.31565], [-1.08154, -0.46602, 0.71300], [0.42706, -2.45804, -0.76017], [0.89038, -1.05776, -0.55074], [-3.44761, 2.61075, 1.12852], [4.15268, -1.27593, 0.03549], [2.23674, 0.81955, -2.11834], [-1.84102, 0.63773, 1.45333], [-2.70013, 1.44359, 0.45413], [3.61321, -0.45530, -0.80507], [2.41986, 0.07995, -0.91874], [-2.53179, -1.84035, 0.98241], [-1.06471, -3.73300, 0.05639], [0.61133, 0.64635, 0.66934], [-3.93239, 2.49425, 2.10191], [-2.77942, 3.37823, 1.43740], [-4.12971, 2.99971, 0.49468], [5.17516, -1.48260, 0.12622], [3.56042, -1.79558, 0.79792], [1.02270, -3.28311, -1.31115], [1.28759, 1.26644, -2.26673], [2.81273, 1.74238, -2.20087], [2.29450, 0.10382, -2.87670], [-2.47523, 0.23807, 2.11309], [-1.26446, 1.44696, 2.04825], [-1.93493, 1.67522, -0.24065], [-3.49342, 0.92197, 0.04464], [4.21753, 0.08539, -1.40479]], "nbo_charge": [-0.183, -0.181, -0.280, 0.033, -0.284, 0.225, -0.612, -0.046, -0.479, -0.416, -0.378, -0.209, -0.211, 0.237, 0.237, 0.230, 0.218, 0.203, 0.214, 0.235, 0.230, 0.264, 0.259, 0.233, 0.207, 0.211, 0.220, 0.193, 0.206, 0.422], "charge": 1, "e_lumo_ha": [-0.16373, -0.16371], "spin_multiplicity": 1, "homo_lumo_gap_ev": [8.136, 8.136]}

---

Short version: c is the least stable of them.